Below is a cluster of 6 separate species, C34H71Cl11N2O5P2S2 in total in a non-equilibrium geometry, with properties calculated with wB97M-V/def2-TZVPD.

Each line ends with the Löwdin charge.
Element x y z (Å)
H: -4.758 1.365 1.839  0.06
N: -3.941 1.433 1.237  0.12
C: -3.012 0.693 1.693  -0.25
C: -1.682 0.609 0.997  -0.17
C: -1.702 -0.259 -0.284  -0.56
C: -2.511 0.449 -1.396  -0.14
C: -3.859 -0.154 -1.802  -0.21
C: -4.571 0.718 -2.854  -0.39
C: -5.499 1.736 -2.177  -0.08
C: -5.405 -0.192 -3.799  -0.07
O: -0.376 -0.575 -0.702  -0.16
C: 0.460 0.445 -1.207  -0.17
C: 1.906 0.193 -0.701  -0.51
C: 2.043 0.744 0.724  -0.15
C: 1.915 2.274 0.887  -0.20
C: 1.083 2.727 2.091  -0.20
C: 1.326 1.965 3.396  -0.20
C: 0.159 2.149 4.377  -0.21
C: 0.019 0.993 5.367  -0.27
C: -1.386 0.939 5.976  -0.11
N: 2.102 -1.257 -0.666  -0.01
C: 3.461 -1.783 -0.433  -0.22
C: 3.337 -3.177 0.191  -0.19
C: 3.402 -3.224 1.715  -0.24
C: 2.979 -4.629 2.140  -0.27
S: 3.328 -5.185 3.805  0.33
O: 2.263 -6.042 4.231  -0.35
O: 4.664 -5.692 3.831  -0.34
Cl: 3.273 -3.576 5.063  0.39
P: 3.057 1.006 -1.876  0.27
O: 2.498 2.496 -2.132  -0.24
O: 4.452 1.237 -1.110  -0.17
S: 3.280 0.063 -3.539  0.38
P: -2.442 -1.903 0.225  1.04
C: -2.104 -3.001 -1.213  -0.27
C: -1.193 -2.497 1.460  -0.41
C: -1.618 -2.358 2.924  -0.16
H: -3.162 0.118 2.606  0.10
H: -1.446 1.626 0.690  0.08
H: -0.914 0.218 1.661  0.09
H: -2.725 1.464 -1.056  0.09
H: -1.907 0.524 -2.301  0.12
H: -4.514 -0.250 -0.941  0.09
H: -3.679 -1.133 -2.246  0.07
H: -3.850 1.252 -3.473  0.12
H: -4.971 2.624 -1.833  0.07
H: -6.266 2.079 -2.870  0.07
H: -6.015 1.273 -1.338  0.08
H: -6.439 0.145 -3.861  0.07
H: -5.436 -1.219 -3.444  0.04
H: -5.023 -0.174 -4.818  0.07
H: 0.127 1.447 -0.944  0.12
H: 0.471 0.370 -2.301  0.11
H: 2.997 0.457 1.173  0.11
H: 1.294 0.198 1.293  0.10
H: 2.929 2.672 1.030  0.11
H: 1.553 2.775 -0.010  0.03
H: 0.023 2.684 1.856  0.07
H: 1.292 3.784 2.268  0.12
H: 1.451 0.899 3.230  0.09
H: 2.240 2.348 3.855  0.12
H: 0.274 3.093 4.907  0.12
H: -0.770 2.189 3.801  0.10
H: 0.264 0.048 4.882  0.09
H: 0.716 1.123 6.194  0.11
H: -2.134 0.948 5.181  0.06
H: -1.548 1.841 6.562  0.07
H: -1.542 0.055 6.586  0.07
H: 1.846 -1.569 -1.600  0.10
H: 4.049 -1.130 0.205  0.11
H: 3.973 -1.900 -1.388  0.09
H: 2.348 -3.536 -0.104  0.11
H: 4.056 -3.872 -0.242  0.12
H: 2.691 -2.517 2.143  0.11
H: 4.404 -2.997 2.075  0.12
H: 3.510 -5.374 1.550  0.11
H: 1.907 -4.758 2.014  0.10
H: 3.099 3.171 -1.803  0.08
H: 4.325 1.534 -0.199  0.07
H: -1.363 -3.751 -0.951  0.03
H: -1.714 -2.435 -2.057  0.03
H: -3.028 -3.480 -1.525  0.00
H: -0.940 -3.534 1.247  0.07
H: -0.267 -1.934 1.305  0.06
H: -2.681 -2.550 3.059  0.06
H: -1.388 -1.369 3.315  0.04
H: -1.073 -3.075 3.538  0.06
Cl: -0.300 1.820 -6.022  0.55
C: 1.127 2.577 -5.258  -0.66
C: 0.738 3.521 -4.156  -0.64
Cl: -0.093 4.989 -4.756  0.65
H: 1.689 3.087 -6.033  0.03
H: 1.734 1.775 -4.840  -0.01
H: 1.625 3.857 -3.627  0.04
H: 0.074 3.030 -3.448  0.04
Cl: 5.758 2.859 -5.190  0.54
C: 5.157 3.303 -6.805  -0.66
C: 4.885 4.781 -6.925  -0.64
Cl: 3.512 5.277 -5.895  0.57
H: 4.253 2.727 -6.985  0.06
H: 5.912 3.000 -7.528  0.07
H: 4.621 5.021 -7.953  0.07
H: 5.747 5.375 -6.636  0.07
Cl: 2.615 -2.011 9.889  0.53
C: 3.067 -3.591 9.200  -0.67
C: 2.133 -4.686 9.643  -0.67
Cl: 2.281 -5.033 11.385  0.53
H: 4.091 -3.796 9.501  0.07
H: 3.027 -3.505 8.113  0.04
H: 2.375 -5.605 9.112  0.07
H: 1.097 -4.427 9.442  0.07
Cl: -3.316 -3.301 -4.835  0.55
C: -4.782 -4.170 -5.353  -0.65
C: -5.725 -4.417 -4.204  -0.66
Cl: -5.060 -5.579 -3.027  0.54
H: -4.468 -5.101 -5.818  0.07
H: -5.275 -3.552 -6.102  0.07
H: -6.656 -4.838 -4.580  0.07
H: -5.945 -3.496 -3.671  0.05
Cl: 1.020 5.134 -1.003  0.63
C: -0.465 4.894 -1.968  -0.71
C: -1.682 5.455 -1.285  -0.64
Cl: -2.127 4.542 0.176  0.57
H: -0.566 3.828 -2.163  0.04
H: -0.313 5.411 -2.915  -0.07
H: -2.531 5.402 -1.964  0.08
H: -1.527 6.491 -0.995  0.07

Summary:
Gap between HOMO and LUMO ... 8.3 eV
LUMO ... 0.029 eV
SMILES string ... [H]/N=C/C[C@@](CCC(C)C)(OC[C@@](CCCCCCC)(NCCCCS(=O)(=O)Cl)P(O)(O)=S)P(C)CC.ClCCCl.ClCCCl.ClCCCl.ClCCCl.ClCCCl
HOMO level ... -8.2 eV
Total charge ... 0